# 1
{
  "formula": "C3H12N2O2",
  "method": "ωB97M-V with the def2-TZVPD basis set",
  "symbols": ["C", "C", "N", "C", "N", "H", "H", "H", "H", "H", "H", "H", "H", "O", "H", "H", "O", "H", "H"],
  "coordinates": [[0.06696, 0.42770, 2.58686], [0.18416, 0.28816, 1.10390], [-0.32091, -0.97706, 0.68887], [0.26296, 1.28038, 0.17822], [1.21557, 1.17516, -0.82198], [1.01521, 0.64481, 3.21140], [-0.50478, 1.28775, 3.00475], [-0.46343, -0.37890, 3.06837], [0.18389, -1.64678, 1.24816], [0.17547, -1.13482, -0.26484], [0.01905, 2.26394, 0.46036], [1.05616, 0.85872, -1.84156], [2.23706, 1.25193, -0.48824], [0.84892, 0.54689, -3.79411], [1.44565, -0.14658, -4.14359], [-0.02440, 0.05093, -3.98994], [-2.51250, -2.09306, -0.39070], [-1.64487, -1.71895, -0.04835], [-3.24017, -1.98022, 0.23240]],
  "relative_energy_kcal_mol": 83.0,
  "homo_energy_ev": -7.94,
  "lumo_energy_ev": 0.6,
  "smiles": "C/C(N)=C/N.O.O",
  "spin_multiplicity": 1,
  "homo_lumo_gap_ev": 8.49
}



# 2
{
  "formula": "C25H38BF2N5O2PPbS4",
  "method": "ωB97M-V with the def2-TZVPD basis set",
  "symbols": ["Pb", "C", "N", "C", "C", "N", "B", "N", "C", "C", "N", "C", "C", "S", "C", "S", "H", "H", "H", "H", "H", "H", "H", "H", "H", "H", "H", "H", "C", "C", "C", "P", "C", "C", "C", "C", "C", "C", "H", "H", "H", "H", "H", "H", "H", "H", "H", "H", "H", "H", "H", "H", "H", "H", "H", "H", "H", "H", "H", "O", "S", "O", "N", "C", "S", "C", "C", "C", "C", "C", "C", "H", "H", "H", "H", "F", "C", "F", "H"],
  "coordinates": [[-0.05436, 0.15252, -0.78973], [1.87811, 3.33852, 1.30300], [0.74421, 2.79591, 2.02496], [0.69158, 2.62138, 3.40060], [-0.57007, 2.21642, 3.67725], [-1.26282, 2.14318, 2.49678], [-2.80089, 1.92946, 2.37320], [-3.12104, 0.47074, 1.89203], [-4.40862, 0.17759, 1.47689], [-4.46874, -1.13115, 1.16699], [-3.20251, -1.64249, 1.39957], [-2.80067, -3.02106, 1.25333], [-2.37731, -0.65196, 1.84123], [-0.74318, -0.90888, 2.26312], [-0.47438, 2.49099, 1.50808], [-0.94863, 2.60317, -0.13259], [2.79684, 2.97406, 1.76203], [1.86523, 4.42911, 1.32797], [1.82738, 3.02231, 0.26525], [1.54831, 2.77069, 4.03373], [-1.02553, 1.94291, 4.61080], [-3.27410, 2.08906, 3.48582], [-3.23717, 2.70576, 1.56023], [-5.16109, 0.94708, 1.40251], [-5.26794, -1.72997, 0.76934], [-3.62307, -3.57036, 0.79876], [-2.55719, -3.45325, 2.22280], [-1.91795, -3.08640, 0.61767], [3.22034, -2.84044, -0.04107], [4.08198, -1.68444, -0.55715], [4.08504, -1.68612, -2.08751], [3.36282, -0.09772, 0.07364], [4.53371, 1.22956, -0.53929], [4.05937, 1.76673, -1.89875], [6.03148, 0.91758, -0.58186], [3.77324, -0.10812, 1.89830], [2.57058, -0.59146, 2.72082], [5.04072, -0.84892, 2.32855], [3.61445, -3.79659, -0.39666], [2.19198, -2.74243, -0.39916], [3.18227, -2.87646, 1.04759], [5.10448, -1.79629, -0.18796], [3.10340, -1.40360, -2.47953], [4.31730, -2.68725, -2.46121], [4.82113, -0.99813, -2.50121], [4.37827, 2.03295, 0.18769], [4.34800, 1.10466, -2.71691], [4.50056, 2.74804, -2.09543], [2.97495, 1.87908, -1.94397], [6.23945, -0.02219, -1.09677], [6.47107, 0.86128, 0.41223], [6.55455, 1.71090, -1.12371], [3.90745, 0.95793, 2.11838], [2.49432, -1.68107, 2.71403], [1.62344, -0.20148, 2.34102], [2.66571, -0.27879, 3.76409], [4.93747, -1.92505, 2.17162], [5.21021, -0.69092, 3.39801], [5.93114, -0.51538, 1.79996], [-5.67206, 2.21117, -1.11190], [-5.03078, 1.50329, -2.18215], [-4.87747, 2.18040, -3.44120], [-3.58831, 0.86874, -1.71794], [-3.54737, -0.41232, -1.92591], [-2.16726, -1.40004, -1.78044], [-4.86413, -1.02435, -2.34205], [-5.17951, -2.35373, -2.55993], [-6.48791, -2.67012, -2.90727], [-7.45386, -1.67412, -3.03819], [-7.13163, -0.34052, -2.81985], [-5.82898, -0.04924, -2.47318], [-4.41264, -3.11102, -2.45893], [-6.76252, -3.70366, -3.07776], [-8.46596, -1.94280, -3.31454], [-7.87457, 0.44135, -2.91276], [-0.65456, 0.63105, -3.91307], [0.43798, 0.66220, -3.08669], [1.04002, 1.89690, -3.31002], [1.13622, -0.07437, -3.50565]],
  "relative_energy_kcal_mol": 20.1,
  "total_charge": -1,
  "homo_energy_ev": -3.83,
  "lumo_energy_ev": 2.4,
  "spin_multiplicity": 1,
  "homo_lumo_gap_ev": 6.19
}



# 3
{
  "formula": "C31H32Cl3EuI2N2O2PS2Si",
  "method": "ωB97M-V with the def2-TZVPD basis set",
  "symbols": ["Eu", "C", "N", "C", "C", "N", "C", "C", "C", "C", "C", "C", "C", "S", "C", "C", "C", "C", "C", "C", "S", "H", "H", "H", "H", "H", "H", "H", "H", "H", "H", "H", "H", "H", "H", "H", "H", "H", "H", "O", "C", "O", "C", "P", "C", "C", "C", "C", "C", "C", "C", "C", "C", "C", "C", "C", "H", "H", "H", "H", "H", "H", "H", "H", "H", "H", "H", "H", "I", "C", "I", "H", "H", "Cl", "Si", "Cl", "Cl"],
  "coordinates": [[-1.13667, -0.68950, 1.25763], [0.26864, -1.73371, -1.97328], [0.90212, -1.52272, -0.66591], [1.46616, -2.82295, -0.26761], [1.92135, -2.90290, 1.17907], [0.79354, -2.99816, 2.10170], [0.30295, -4.37881, 2.14463], [1.11626, -2.60688, 3.44858], [2.41163, -2.69231, 3.94474], [2.70684, -2.34150, 5.25395], [1.68754, -1.91905, 6.09329], [0.38874, -1.84368, 5.61748], [0.07616, -2.17541, 4.29451], [-1.57978, -1.98981, 3.74167], [1.91758, -0.48405, -0.72911], [2.67903, -0.33929, -1.88702], [3.61469, 0.67119, -2.03802], [3.80680, 1.57093, -0.99774], [3.08191, 1.42832, 0.17000], [2.13249, 0.40288, 0.35091], [1.33905, 0.30134, 1.90412], [0.89378, -2.33717, -2.64994], [0.07123, -0.78198, -2.44945], [-0.67570, -2.25398, -1.83120], [2.32505, -3.06509, -0.91533], [0.69366, -3.57330, -0.45636], [2.49467, -2.00853, 1.41936], [2.58837, -3.77680, 1.27421], [1.09564, -5.06815, 2.47992], [-0.03686, -4.69247, 1.15845], [-0.53317, -4.44488, 2.83801], [3.21802, -3.02150, 3.30046], [3.73099, -2.39094, 5.60627], [1.90808, -1.63670, 7.11749], [-0.41474, -1.49931, 6.25541], [2.52771, -1.02645, -2.71163], [4.17834, 0.75403, -2.96035], [4.51868, 2.38348, -1.10038], [3.23058, 2.11263, 0.99571], [-4.22564, -0.65429, -1.60290], [-3.19358, -0.18849, -1.11377], [-2.21689, -0.87527, -0.64282], [-2.95490, 1.32862, -1.09413], [-1.12370, 1.54935, -0.91856], [-0.68453, 1.60330, -2.71368], [0.45138, 2.30565, -3.12001], [0.82036, 2.35017, -4.45513], [0.06531, 1.68582, -5.41172], [-1.05003, 0.96188, -5.01723], [-1.42016, 0.91530, -3.68019], [-0.97050, 3.35928, -0.61112], [-0.02041, 3.78889, 0.30953], [0.13115, 5.14281, 0.58074], [-0.66883, 6.07349, -0.06358], [-1.61139, 5.65191, -0.99321], [-1.75670, 4.30228, -1.26936], [-3.45175, 1.76064, -0.22526], [-3.37018, 1.78657, -1.99162], [1.05357, 2.81381, -2.37579], [1.70251, 2.90844, -4.74684], [0.34619, 1.72715, -6.45784], [-1.64074, 0.42706, -5.75198], [-2.28321, 0.32642, -3.39377], [0.58500, 3.05064, 0.82837], [0.86646, 5.46928, 1.30668], [-0.56932, 7.12937, 0.16164], [-2.23726, 6.37731, -1.50082], [-2.48688, 3.98060, -2.00156], [-2.89662, -3.40478, 1.16366], [-3.81444, -3.72398, -0.77157], [-2.59328, -4.87982, -2.08175], [-3.95319, -2.74133, -1.22086], [-4.74635, -4.26127, -0.64284], [-3.36717, 3.48306, 1.96527], [-2.14742, 1.82526, 2.58094], [-2.54167, 1.92977, 4.64491], [-3.73660, 0.10827, 2.01397]],
  "relative_energy_kcal_mol": 2.7,
  "s2": 15.76,
  "total_charge": -2,
  "homo_energy_ev": [-0.96, -1.95],
  "lumo_energy_ev": [3.6, 3.6],
  "spin_multiplicity": 8,
  "homo_lumo_gap_ev": [4.61, 5.60]
}



Values of DFT total energy, in order: -381.3827, -3751.3795, -5574.3399, all in Eh.